Entry 1:
70
Properties=species:S:1:pos:R:3:forces:R:3 method="wB97M-V/def2-TZVPD" e_tot_ha=-2837.4832 homo_ha="-0.62261 / -0.51898" relative_energy_kcal_mol=0.00 fmax_ev_per_a=1.63 total_charge=+3 lumo_ha="-0.288 / -0.419"
Y 0.20962 -0.13236 0.05934 0.34 -0.51 1.16
P -1.56262 2.03984 -0.05836 -0.96 0.91 -0.29
P -2.00858 -1.51932 1.01094 -1.03 -0.69 0.35
P 1.78091 1.30841 -1.65494 0.78 0.77 -0.87
H -0.98250 -2.17101 -1.81142 0.47 0.05 -0.01
C 0.03888 -1.76639 -1.80399 -0.62 0.14 -0.76
C 1.01203 -2.24016 -0.91935 0.56 -0.42 0.25
H 0.79895 -3.06842 -0.23731 0.00 0.21 -0.21
C -2.65979 2.10981 -1.52142 0.00 -0.03 -0.05
C -2.74655 2.22932 1.32233 0.06 -0.01 0.16
C -0.80671 3.70592 -0.06516 0.08 0.04 0.13
C -1.69907 -3.32152 1.03015 0.20 -0.05 -0.05
C -2.55925 -1.20599 2.72578 0.03 0.17 0.11
C -3.52815 -1.38385 -0.00552 0.06 0.03 -0.15
C 3.10220 0.24390 -2.34177 0.04 -0.12 -0.02
C 2.71585 2.70248 -0.93052 -0.01 0.02 0.04
C 0.92918 1.99579 -3.12749 0.03 -0.12 -0.13
H 0.30578 -1.22308 -2.72140 -0.01 -0.29 0.31
H 2.07921 -2.10557 -1.12667 -0.30 -0.05 -0.03
H -3.29913 3.00386 -1.46570 0.17 -0.28 -0.06
H -3.28604 1.21083 -1.56193 0.08 0.22 -0.01
H -2.05659 2.14526 -2.43626 -0.18 0.03 0.15
H -3.30966 3.16472 1.18429 0.12 -0.32 0.08
H -2.19924 2.27740 2.27260 -0.19 0.05 -0.14
H -3.43966 1.38327 1.37099 0.09 0.22 -0.03
H -1.60748 4.45976 -0.02382 0.32 -0.16 -0.05
H -0.19499 3.86165 -0.95958 -0.18 0.05 0.16
H -0.16115 3.82103 0.81564 -0.15 0.11 -0.19
H -2.58712 -3.85918 1.38896 0.24 0.12 -0.09
H -0.84825 -3.53356 1.69230 -0.27 -0.01 -0.09
H -1.43199 -3.67160 0.02567 -0.17 0.01 0.20
H -3.56219 -1.61759 2.90945 0.33 0.06 -0.04
H -2.56932 -0.12918 2.92943 -0.09 -0.24 0.02
H -1.83866 -1.66727 3.41444 -0.22 0.07 -0.13
H -4.26583 -2.14330 0.28898 0.18 0.25 -0.03
H -3.26879 -1.53433 -1.06208 -0.10 -0.02 0.22
H -3.96855 -0.38445 0.08951 0.01 -0.25 0.04
H 3.74837 0.81265 -3.02672 -0.12 -0.16 0.28
H 2.66526 -0.61051 -2.87570 0.08 0.22 0.11
H 3.70084 -0.15674 -1.50920 -0.07 0.19 -0.31
H 3.33248 3.21141 -1.68580 -0.16 -0.13 0.26
H 3.36151 2.30511 -0.13401 -0.09 0.15 -0.24
H 2.02206 3.41862 -0.47286 0.23 -0.10 -0.16
H 1.65034 2.40352 -3.85262 -0.21 0.05 0.33
H 0.21975 2.77683 -2.82503 0.27 -0.13 -0.16
H 0.35718 1.19425 -3.61632 0.11 0.17 0.13
C 2.31112 -0.71781 -7.16515 0.08 0.73 0.59
C 1.58508 -0.44534 -8.33723 -0.77 -0.18 -1.43
C 1.42169 -1.43496 -9.30572 -0.17 1.10 0.42
C 1.99453 -2.70551 -9.11780 -0.06 -0.06 -0.14
C 2.73849 -2.97304 -7.96025 0.54 0.35 1.20
C 2.90523 -1.98658 -6.99070 0.26 -1.17 -0.30
S 2.50241 0.46483 -5.91138 -0.21 -0.53 -0.90
H 1.74660 1.46254 -6.44891 0.26 -0.38 0.01
H 1.15205 0.54963 -8.46745 0.08 -0.40 -0.13
H 0.84766 -1.22401 -10.21197 0.23 -0.04 0.35
H 1.86255 -3.48356 -9.87431 0.05 0.28 0.25
H 3.19425 -3.95397 -7.80509 -0.17 0.36 -0.10
H 3.48311 -2.16542 -6.08729 -0.05 -0.17 -0.20
Cl 1.22076 3.11311 5.12843 -0.06 0.18 0.03
C 1.49984 1.71029 4.20453 -0.07 -0.23 -0.32
C 2.32946 0.69704 4.69836 -0.24 0.09 -0.28
C 2.52633 -0.44125 3.93516 -0.15 -0.38 -0.69
C 1.89761 -0.54239 2.68897 -0.21 0.95 0.57
N 1.10063 0.44836 2.21980 0.20 -0.06 0.21
C 0.89453 1.56372 2.95585 0.56 -0.72 0.33
H 2.79540 0.81806 5.66727 0.02 -0.03 0.00
H 3.15426 -1.26233 4.26824 -0.07 0.21 0.07
H 2.01144 -1.40674 2.03847 0.12 -0.05 0.18
H 0.24534 2.33212 2.54695 0.10 -0.08 0.10

Entry 2:
25
Properties=species:S:1:pos:R:3:forces:R:3 method="wB97M-V/def2-TZVPD" e_tot_ha=-514.0323 homo_ha="-0.61911 / -0.68886" relative_energy_kcal_mol=77.12 s2=2.011 spin_multiplicity=3 fmax_ev_per_a=5.02 total_charge=+2 lumo_ha="-0.345 / -0.434"
C 2.29782 -1.00682 0.32461 1.23 -0.50 1.43
C 2.62436 0.38774 0.04384 4.44 1.51 1.51
C -2.18340 0.20862 -0.66914 0.24 1.19 -0.61
C -2.30274 -0.93671 0.32332 2.29 -2.72 -3.54
C 1.46880 1.34510 -0.02533 -1.74 0.23 -0.35
C -1.16863 1.32130 -0.28592 -0.64 1.68 -1.44
C -0.12466 -1.71992 -0.29267 -2.72 -1.55 -1.33
C -0.32505 -0.10252 1.18412 1.85 0.63 3.52
C 0.38174 -0.45397 -1.01285 -0.61 -1.83 2.66
N -0.90157 -1.25417 0.82928 -0.62 -1.73 -0.70
N 1.20025 -1.31723 -0.26714 2.06 -0.79 -1.44
N 0.14607 0.55466 0.04034 0.05 3.99 -2.78
H 2.95304 -1.77117 0.85114 -1.06 1.02 -0.39
H 3.49246 0.96746 0.68563 -2.04 -2.14 -1.03
H 3.24512 0.22236 -0.86884 -0.55 0.61 -0.30
H -1.83352 -0.01750 -1.66503 -0.37 -0.88 -0.36
H -3.17206 0.62839 -0.81681 -0.12 0.35 0.06
H -2.92960 -0.67379 1.06250 -1.88 0.60 3.05
H -2.60972 -1.93355 -0.12592 -0.24 1.46 0.32
H 1.47590 2.08875 0.76656 0.04 -0.05 0.09
H 1.36857 1.83767 -0.99296 0.32 0.22 0.11
H -1.08737 2.16415 -1.12750 0.25 -2.08 1.58
H -1.38865 1.83487 0.63542 -0.23 0.32 0.28
H -0.44489 -2.63495 -0.80191 0.21 0.32 0.20
H -0.18226 0.26124 2.20526 -0.16 0.15 -0.53

Entry 3:
10
Properties=species:S:1:pos:R:3:forces:R:3 method="wB97M-V/def2-TZVPD" e_tot_ha=-209.7016 homo_ha="-0.36117 / -0.36201" relative_energy_kcal_mol=9.84 s2=0.754 spin_multiplicity=2 fmax_ev_per_a=1.04 lumo_ha="0.040 / -0.056"
C -0.33893 0.70177 0.30486 0.07 -0.25 -1.01
O -0.19925 0.84597 1.62518 -0.20 0.24 0.42
C 0.37609 -0.62251 -0.07582 -0.55 -0.39 0.58
N 0.16243 -0.87968 -1.49089 0.26 0.00 -0.07
H -1.37267 0.48617 -0.04608 0.11 0.34 0.44
H 0.11288 1.50232 -0.30866 -0.13 0.07 0.23
H 1.41401 -0.57137 0.22745 0.34 0.08 -0.09
H -0.10731 -1.38278 0.55265 0.18 -0.02 -0.28
H -0.11939 -0.02525 -1.95479 0.02 -0.05 -0.14
H 1.03047 -1.17152 -1.92228 -0.10 -0.03 -0.08

Entry 4:
14
Properties=species:S:1:pos:R:3:forces:R:3 method="wB97M-V/def2-TZVPD" e_tot_ha=-307.4847 homo_ha=-0.34051 relative_energy_kcal_mol=142.92 fmax_ev_per_a=0.53 lumo_ha=0.031
C -1.44371 0.08440 -0.84434 0.05 -0.04 0.05
C -0.95063 0.62154 0.47758 0.00 -0.01 0.01
O -0.72807 -0.34088 1.52567 0.12 0.22 -0.30
C 0.40451 0.35252 0.97578 0.13 -0.16 -0.14
C 1.68575 -0.47316 -0.31188 -0.03 0.52 0.10
O 1.39464 -1.76431 -0.37881 -0.05 0.37 0.25
H -0.90634 -0.83452 -1.10713 -0.12 0.17 0.04
H -1.29134 0.82799 -1.63848 -0.03 -0.14 0.20
H -2.51643 -0.13890 -0.78831 0.24 0.06 0.01
H -1.43928 1.53158 0.84007 0.15 -0.23 -0.05
H 0.93622 1.02407 1.65833 -0.14 -0.24 -0.23
H 2.60947 -0.14673 0.20587 -0.26 -0.15 -0.15
H 1.41917 0.19638 -1.15284 0.02 -0.21 0.20
H 0.82603 -0.93998 0.53851 -0.10 -0.16 0.01

Entry 5:
6
Properties=species:S:1:pos:R:3:forces:R:3 method="wB97M-V/def2-TZVPD" e_tot_ha=-728.3071 homo_ha="-0.44041 / -0.41828" relative_energy_kcal_mol=95.96 fmax_ev_per_a=2.31 lumo_ha="-0.124 / -0.055"
N 0.87184 -1.56894 -0.45384 0.43 -1.13 -0.52
O -0.62658 0.02590 0.49408 0.33 0.23 0.61
F 1.21992 -4.21887 0.01619 0.18 1.28 -0.54
F 2.84415 -2.71156 0.70367 -0.89 -0.13 -1.36
S 1.77066 -2.76767 -0.58078 0.29 -0.03 2.29
H -1.22770 -0.27412 -0.19268 -0.33 -0.23 -0.46

Entry 6:
35
Properties=species:S:1:pos:R:3:forces:R:3 method="wB97M-V/def2-TZVPD" e_tot_ha=-3594.6932 homo_ha=-0.08531 fmax_ev_per_a=3.95 total_charge=-1 lumo_ha=0.034
Cl -5.33254 1.51340 -3.70976 -0.36 0.04 0.05
C -3.62080 1.31969 -3.84677 0.70 -0.05 -0.15
C -2.95635 0.41928 -3.03085 -0.38 -0.03 0.11
C -1.59264 0.25258 -3.15756 0.14 -0.22 0.13
C -0.89898 0.97895 -4.10302 0.65 -0.06 -0.21
S 0.86943 0.73408 -4.33246 2.46 2.56 1.72
C 1.58608 2.03266 -3.33955 -2.15 -1.96 -0.84
Cl 3.23520 1.93694 -2.93351 0.94 -0.20 0.23
O 1.17521 -0.59194 -3.68313 -0.42 1.59 -2.31
O 1.16482 1.11723 -5.76153 -0.91 -2.32 1.73
C -1.55528 1.87783 -4.91444 0.18 0.15 -0.23
C -2.91742 2.04943 -4.78967 -0.52 0.14 0.05
H -3.52379 -0.14991 -2.31461 -0.03 -0.12 0.19
H -1.05809 -0.45467 -2.54191 0.06 -0.04 0.06
H 1.01710 2.87902 -3.03067 -0.32 0.27 -0.12
H -0.98934 2.41765 -5.65762 0.04 0.03 -0.09
H -3.45197 2.73347 -5.42565 -0.06 0.17 -0.14
Cl 1.06325 0.61066 0.23023 0.31 0.24 -0.63
C 1.11389 0.43062 1.97159 0.78 -0.34 -0.85
Cl 0.76822 1.96206 2.74545 -0.23 0.98 0.65
C 0.01454 -0.50537 2.36380 -1.89 -0.41 -0.68
O -0.99596 -0.55178 1.70447 0.34 -0.18 0.64
C 0.20808 -1.33223 3.57516 0.44 -0.11 0.68
C 1.51102 -1.51314 4.07000 -0.08 -0.07 -0.04
C 1.68321 -2.26094 5.21693 0.10 -0.04 0.03
C 0.56794 -2.78249 5.82017 0.30 -0.20 0.40
C -0.66401 -2.55139 5.25822 -0.75 -0.18 0.11
N -0.86936 -1.84952 4.15877 0.29 0.27 -0.33
C 2.63963 -0.92355 3.36351 -0.30 0.86 -1.16
Cl 4.24597 -1.41272 3.77193 0.07 -0.06 0.14
C 2.46260 -0.02757 2.38228 0.79 -0.67 0.75
H 2.67203 -2.41734 5.61474 0.10 -0.05 0.07
H 0.65225 -3.36125 6.72409 -0.03 -0.11 0.15
H -1.54786 -2.95444 5.72927 -0.18 -0.08 0.06
H 3.32391 0.37469 1.87212 -0.07 0.20 -0.14

Entry 7:
61
Properties=species:S:1:pos:R:3:forces:R:3 method="wB97M-V/def2-TZVPD" e_tot_ha=-2308.7574 homo_ha="-0.27255 / -0.30953" relative_energy_kcal_mol=10.10 s2=8.759 spin_multiplicity=6 fmax_ev_per_a=1.05 lumo_ha="0.005 / -0.045"
Ru -0.70329 -1.79070 0.24647 -0.11 -0.15 -1.04
C 1.26450 -1.45319 -0.66234 -0.12 -0.05 0.47
Si 1.80576 0.16314 0.01625 0.52 -0.35 0.11
C 0.52942 1.34292 -0.63244 -0.50 0.43 -0.05
N -0.83311 0.76707 -0.40542 0.14 -0.13 0.18
C -1.69566 0.93739 -1.58474 -0.02 0.31 -0.08
C -2.04832 2.39870 -1.86261 0.10 0.06 0.07
C -2.47281 3.12003 -0.56361 0.02 -0.04 -0.02
C -2.72366 2.12240 0.56547 0.04 0.02 -0.13
C -1.47540 1.28878 0.84325 -0.08 0.40 -0.19
C 3.52246 0.72671 -0.48697 0.16 0.13 -0.14
C 3.78547 1.09614 -1.81341 0.10 -0.01 0.07
C 5.05681 1.49171 -2.21226 -0.05 -0.03 0.05
C 6.09584 1.51942 -1.28810 -0.05 0.00 -0.02
C 5.85959 1.15216 0.03002 -0.07 -0.02 -0.03
C 4.58422 0.76051 0.42497 -0.03 0.05 -0.06
C 1.76050 0.16085 1.87912 0.08 -0.17 0.30
C 1.74178 1.36205 2.59869 -0.02 -0.11 0.08
C 1.76739 1.36533 3.98536 -0.01 -0.07 0.01
C 1.82083 0.16008 4.68365 0.01 0.06 -0.01
C 1.85553 -1.04082 3.99230 0.00 0.01 -0.06
C 1.82958 -1.03589 2.60007 -0.02 0.13 0.11
H 1.90038 -2.30813 -0.43123 -0.02 -0.02 -0.07
H 1.00922 -1.43545 -1.72413 0.09 -0.01 -0.03
H 0.71762 1.46117 -1.70620 -0.19 -0.02 0.06
H 0.62045 2.34616 -0.18936 -0.10 -0.08 -0.15
H -2.59873 0.35707 -1.43084 0.13 0.23 0.06
H -1.18556 0.50032 -2.44377 0.03 -0.08 -0.01
H -2.84783 2.42934 -2.60872 0.04 -0.03 0.04
H -1.18874 2.90305 -2.30884 -0.04 0.04 -0.01
H -3.36171 3.72760 -0.73539 0.00 0.03 0.00
H -1.68435 3.80910 -0.24511 -0.01 -0.03 -0.02
H -3.56426 1.46549 0.31968 0.01 0.03 -0.01
H -2.99476 2.64618 1.48309 -0.03 -0.03 0.02
H -1.73237 0.48922 1.53159 0.05 -0.22 -0.03
H -0.74927 1.91048 1.36590 0.10 0.02 -0.01
H 2.98794 1.06738 -2.55353 0.08 0.01 0.06
H 5.23971 1.77459 -3.24285 -0.01 -0.01 0.05
H 7.08872 1.82688 -1.59742 -0.06 -0.02 0.02
H 6.66971 1.17148 0.75080 -0.06 -0.01 -0.03
H 4.41006 0.48221 1.46124 0.02 0.03 -0.10
H 1.71351 2.30965 2.06717 0.00 -0.02 0.03
H 1.74589 2.30437 4.52561 0.01 -0.03 0.00
H 1.83824 0.16185 5.76859 -0.01 0.01 -0.09
H 1.89129 -1.98162 4.53289 0.00 0.10 -0.07
H 1.85923 -1.98511 2.07498 -0.01 0.00 -0.01
C -5.37456 -1.55412 -0.96747 -0.21 0.09 0.12
S -3.80770 -1.78989 -1.76628 0.37 -0.10 -0.08
C -3.94511 -3.54343 -2.02101 -0.03 -0.19 -0.09
O -2.80185 -1.57536 -0.65970 -0.30 -0.12 0.25
H -5.43662 -2.24451 -0.12526 -0.06 0.09 -0.01
H -6.17434 -1.72710 -1.69341 0.09 0.02 0.12
H -5.39487 -0.52214 -0.61760 -0.09 -0.06 -0.01
H -4.72335 -3.70188 -2.77398 0.10 -0.04 0.11
H -4.19737 -4.02601 -1.07507 0.03 0.01 -0.06
H -2.97815 -3.89135 -2.37929 -0.06 -0.02 -0.03
O -0.77131 -5.46974 -1.32800 0.06 0.65 0.17
N -0.62335 -4.34430 -0.89845 0.28 -0.04 0.12
O -0.15490 -4.10572 0.26099 -0.34 -0.23 -0.59
O -0.93939 -3.30824 -1.58525 0.08 -0.46 0.34
I -1.78899 -2.24429 2.61192 0.00 0.02 0.32